Entry 1:
# C4H6N2O

An isolated molecule of C4H6N2O (ωB97M-V/def2-TZVPD, OMol25).

The geometry in XYZ format:
```
13
Properties=species:S:1:pos:R:3
N -2.03 0.38 -0.22
C -0.71 -0.10 -0.12
C -0.54 -1.52 -0.55
N 0.55 -2.15 -0.37
C 1.40 1.36 0.32
O 2.15 1.51 1.45
C 0.33 0.63 0.22
H -2.73 -0.24 0.17
H -2.13 1.32 0.15
H -1.43 -1.96 -1.01
H 0.47 -3.10 -0.74
H 3.01 1.86 1.19
H 1.72 1.95 -0.54
```

energy above the lowest of the compared OMol25 structures with the same formula, charge and spin = 292.69 kJ/mol
LUMO level = 0.02318 Ha
SMILES = [H]/N=C/C(N)=C=CO
E_HOMO = -8.50 eV
HOMO-LUMO gap = 9.13 eV

Entry 2:
# C4H6N2O

An isolated molecule of C4H6N2O (ωB97M-V/def2-TZVPD, OMol25).

The geometry in XYZ format:
```
13
Properties=species:S:1:pos:R:3
C 0.48 -0.48 2.30
O 0.46 0.67 1.48
C 0.17 0.48 0.18
N -0.11 -0.74 -0.28
N -0.29 -0.63 -1.58
C -0.31 0.78 -1.94
C 0.15 1.54 -0.77
H 0.75 -0.14 3.30
H -0.51 -0.97 2.32
H 1.22 -1.21 1.93
H -0.79 -1.38 -2.04
H 0.16 0.98 -2.91
H -1.36 1.12 -1.99
```

energy above the lowest of the compared OMol25 structures with the same formula, charge and spin = 469.73 kJ/mol
LUMO level = -0.01416 Ha
E_HOMO = -8.71 eV
HOMO-LUMO gap = 8.33 eV

Entry 3:
# C4H6N2O

An isolated molecule of C4H6N2O at a distorted geometry (ωB97M-V/def2-TZVPD, OMol25).

The geometry in XYZ format:
```
13
Properties=species:S:1:pos:R:3
N 1.91 0.76 -0.18
C 0.62 0.36 0.00
C 0.18 -1.14 -0.01
O 0.99 -2.02 -0.46
C -1.34 -0.88 -0.29
C -1.64 0.41 -0.08
N -0.43 1.16 0.03
H 2.45 -0.03 -0.50
H 2.36 1.26 0.58
H -0.13 -1.27 1.09
H -2.03 -1.70 -0.39
H -2.58 0.95 0.01
H -0.39 2.17 0.02
```

energy above the lowest of the compared OMol25 structures with the same formula, charge and spin = 306.24 kJ/mol
LUMO level = 0.01644 Ha
E_HOMO = -7.54 eV
HOMO-LUMO gap = 7.98 eV

Entry 4:
# C4H6N2O

A cluster of 3 separate species, C4H6N2O in total (ωB97M-V/def2-TZVPD, OMol25).

The geometry in XYZ format:
```
13
Properties=species:S:1:pos:R:3
C -1.99 -0.27 -0.11
O -1.24 0.78 -0.10
C 0.12 0.57 -0.22
C 1.13 1.50 -0.35
N 2.30 0.82 -0.28
C 1.94 -0.46 -0.10
N 0.61 -0.69 -0.07
H -3.02 -0.10 0.19
H -1.34 -1.14 1.23
H -1.70 -1.12 -0.72
H 1.07 2.58 -0.48
H 2.66 -1.26 0.00
H -0.54 -1.21 1.00
```

energy above the lowest of the compared OMol25 structures with the same formula, charge and spin = 492.69 kJ/mol
LUMO level = -0.03584 Ha
E_HOMO = -8.16 eV
HOMO-LUMO gap = 7.18 eV

Entry 5:
# C4H6N2O

An isolated molecule of C4H6N2O (ωB97M-V/def2-TZVPD, OMol25).

The geometry in XYZ format:
```
13
Properties=species:S:1:pos:R:3
N 1.01 1.46 0.97
C 0.45 0.26 0.68
C -0.51 0.21 -0.51
O -0.03 0.72 -1.73
N -0.75 -1.21 -0.56
C -0.17 -1.76 0.54
C 0.58 -0.93 1.39
H 1.30 2.04 0.19
H 1.66 1.43 1.74
H -0.49 1.55 -1.91
H -1.29 -1.66 -1.28
H -0.32 -2.83 0.66
H -1.43 0.72 -0.20
```

energy above the lowest of the compared OMol25 structures with the same formula, charge and spin = 337.75 kJ/mol
LUMO level = 0.00506 Ha
SMILES = NC1=C=CN[C@@H]1O
E_HOMO = -7.38 eV
HOMO-LUMO gap = 7.52 eV

Entry 6:
# C4H6N2O

The ion C4H6N2O with charge +2 at a distorted geometry (ωB97M-V/def2-TZVPD, OMol25).

The geometry in XYZ format:
```
13
Properties=species:S:1:pos:R:3
C 1.89 -1.42 2.59
C 0.98 -0.19 1.18
C 0.16 -0.49 -1.16
C 0.13 0.26 0.13
N 1.15 -1.42 1.56
N 1.50 0.66 2.23
O 2.24 -0.32 3.02
H 1.10 -0.99 -1.37
H -0.26 0.16 -2.03
H -0.62 -1.25 -1.54
H -0.86 0.09 0.46
H 0.23 1.41 -0.15
H 1.50 1.66 2.56
```

total charge = +2
energy above the lowest of the compared OMol25 structures with the same formula, charge and spin = 698.37 kJ/mol
LUMO level (spin up / spin down) = -0.43390 / -0.57711 Ha
SMILES = CCc1[n+]#co[nH+]1
E_HOMO (spin up / spin down) = -21.88 / -21.16 eV
HOMO-LUMO gap (spin up / spin down) = 10.07 / 5.46 eV

Entry 7:
# C4H6N2O2

An isolated molecule of C4H6N2O2 at a distorted geometry (ωB97M-V/def2-TZVPD, OMol25).

The geometry in XYZ format:
```
14
Properties=species:S:1:pos:R:3
C -1.05 -1.14 0.64
C 0.96 0.26 0.13
C -0.57 0.19 0.12
N 1.63 1.43 0.05
C -0.49 -1.02 -0.75
O 1.53 -0.89 0.52
O -1.31 1.36 0.08
N 1.00 -1.04 -0.92
H -1.83 1.38 -0.73
H 1.14 2.26 0.33
H 2.64 1.38 0.06
H -0.50 -1.66 1.42
H -2.12 -1.23 0.70
H -1.04 -1.26 -1.65
```

energy above the lowest of the compared OMol25 structures with the same formula, charge and spin = 541.36 kJ/mol
LUMO level = 0.02545 Ha
SMILES = N[C@]12ON1[C@H]1C[C@]12O
E_HOMO = -8.19 eV
HOMO-LUMO gap = 8.88 eV

Entry 8:
# C4H6N2O2

An isolated molecule of C4H6N2O2 at a distorted geometry (ωB97M-V/def2-TZVPD, OMol25).

The geometry in XYZ format:
```
14
Properties=species:S:1:pos:R:3
C -1.00 -0.93 1.05
C 1.10 0.52 0.66
C 0.01 -1.40 -0.89
C 0.18 0.14 -0.38
N -0.72 -1.91 0.27
N -0.33 1.13 -1.21
O 0.97 1.75 1.21
O 2.04 -0.18 1.06
H -1.32 -1.01 2.02
H -0.72 -1.43 -1.71
H 0.96 -1.96 -0.91
H -1.29 1.01 -1.37
H -0.06 2.02 -0.72
H 0.21 2.25 0.93
```

energy above the lowest of the compared OMol25 structures with the same formula, charge and spin = 428.38 kJ/mol
LUMO level (spin up / spin down) = -0.00893 / -0.00893 Ha
E_HOMO (spin up / spin down) = -8.30 / -8.30 eV
HOMO-LUMO gap (spin up / spin down) = 8.06 / 8.06 eV

Entry 9:
# C4H6N2O2

An isolated molecule of C4H6N2O2 at a distorted geometry (ωB97M-V/def2-TZVPD, OMol25).

The geometry in XYZ format:
```
14
Properties=species:S:1:pos:R:3
C -0.66 -0.70 -0.64
C 0.13 0.41 -0.30
C 0.08 1.49 -1.39
C 1.24 0.22 0.58
H -0.44 -1.71 0.97
H -1.96 -2.14 -0.04
H -1.35 -0.61 -1.62
H 0.56 2.71 -1.22
H 2.23 0.77 0.29
H -0.47 0.31 1.68
N -0.92 -1.78 0.11
N 1.34 -0.43 1.70
O -0.68 1.52 -2.39
O -0.10 -0.57 2.12
```

energy above the lowest of the compared OMol25 structures with the same formula, charge and spin = 514.84 kJ/mol
LUMO level = -0.00014 Ha
SMILES = N/C=C(C=O)\C=N/O
E_HOMO = -9.20 eV
HOMO-LUMO gap = 9.19 eV

Entry 10:
# C4H6N2O2

A structure of composition C4H6N2O2 at a distorted geometry (ωB97M-V/def2-TZVPD, OMol25).

The geometry in XYZ format:
```
14
Properties=species:S:1:pos:R:3
C 0.44 -0.62 -0.17
C 1.14 0.03 1.08
C 1.26 0.67 -0.18
C -1.01 -0.16 0.07
H -0.24 -2.21 -1.02
H 2.11 -0.31 1.45
H 0.57 0.24 2.00
H 2.04 0.92 -0.81
H -1.79 1.99 -0.06
H -2.93 -0.58 0.13
N -0.93 1.16 -0.36
N -2.00 -0.92 0.27
O 0.85 -1.90 -0.56
O 0.37 1.75 -0.16
```

energy above the lowest of the compared OMol25 structures with the same formula, charge and spin = 655.08 kJ/mol
LUMO level = 0.02434 Ha
E_HOMO = -8.91 eV
HOMO-LUMO gap = 9.57 eV

Entry 11:
# C4H6N2O2

An isolated molecule of C4H6N2O2 at a distorted geometry (ωB97M-V/def2-TZVPD, OMol25).

The geometry in XYZ format:
```
14
Properties=species:S:1:pos:R:3
C 0.82 -0.78 -0.04
C -0.10 0.66 -0.27
N 2.17 -0.36 -0.03
C -2.68 0.63 0.25
O 0.62 -1.81 0.87
O 0.58 1.77 -0.68
N -0.03 -0.62 -1.07
C -1.40 0.62 0.03
H -0.29 -2.11 0.77
H 1.43 1.83 -0.21
H 2.59 -0.36 -0.95
H 2.73 -0.82 0.67
H -3.39 0.36 -0.52
H -3.07 0.97 1.20
```

energy above the lowest of the compared OMol25 structures with the same formula, charge and spin = 510.44 kJ/mol
LUMO level = 0.01270 Ha
E_HOMO = -8.61 eV
HOMO-LUMO gap = 8.95 eV

Entry 12:
# C4H6N2O2

An isolated molecule of C4H6N2O2 at a distorted geometry (ωB97M-V/def2-TZVPD, OMol25).

The geometry in XYZ format:
```
14
Properties=species:S:1:pos:R:3
C 2.50 -0.58 0.06
C 0.57 0.51 -0.04
C -2.43 0.05 0.81
C -2.65 -0.10 -0.69
H 3.09 -1.51 0.04
H 1.25 1.35 -0.22
H -2.20 1.06 1.40
H -2.99 -0.66 1.43
H -3.69 -0.90 -0.75
H -2.52 1.08 -1.21
N -0.69 0.64 -0.12
N -1.39 -0.47 -0.08
O 3.07 0.53 0.03
O 1.14 -0.64 -0.05
```

energy above the lowest of the compared OMol25 structures with the same formula, charge and spin = 613.70 kJ/mol
LUMO level = 0.01857 Ha
SMILES = O=CO/C=N\N1CC1
E_HOMO = -8.83 eV
HOMO-LUMO gap = 9.34 eV